# C9H20AlCsIO4PS

A structure of composition C9H20AlCsIO4PS at a distorted geometry (ωB97M-V/def2-TZVPD, OMol25).

Structure (XYZ):
```
38
Properties=species:S:1:pos:R:3:lowdin_charge:R:1
C 2.39 2.62 2.16 -0.11
C 1.89 1.85 0.87 -0.26
C 3.09 1.18 0.12 -0.16
C 2.59 0.31 -1.11 -0.24
O 1.22 0.66 -1.36 -0.58
Al 0.03 -0.71 -0.89 0.14
C -1.75 -0.04 -1.76 -0.42
C -2.87 0.34 -0.70 -0.28
C -3.55 1.76 -0.91 -0.53
S -4.13 2.15 -2.62 0.67
O 0.59 -2.42 -1.32 -0.19
C 0.94 -2.94 -0.03 -0.27
C -0.28 -2.52 0.91 -0.63
P -0.34 -3.25 2.63 0.52
O -1.79 -2.68 3.28 -0.41
I -0.71 -5.66 2.26 0.33
O -0.27 -1.10 0.89 -0.21
H 3.19 3.33 1.86 0.07
H 2.80 1.83 2.83 0.07
H 1.54 3.14 2.63 0.07
H 1.20 1.06 1.21 0.09
H 1.39 2.62 0.24 0.10
H 3.62 0.49 0.81 0.11
H 3.73 2.02 -0.21 0.11
H 2.70 -0.78 -0.94 0.10
H 3.27 0.56 -1.96 0.11
H -1.46 0.80 -2.50 -0.48
H -2.12 -0.94 -2.39 0.10
H -2.36 0.39 0.29 0.09
H -3.61 -0.47 -0.60 0.11
H -2.89 2.54 -0.47 0.07
H -4.47 1.77 -0.28 0.07
H -3.27 1.61 -3.56 -0.17
H 1.29 -3.99 0.01 0.10
H 1.74 -2.25 0.36 0.10
H -1.15 -2.99 0.38 0.10
H -1.94 -1.77 2.99 0.03
Cs -0.26 1.51 -3.12 1.66
```

The electronic energy is -1955.6253 hartree. Its HOMO-LUMO gap is 7.212 eV.

***

# C29H36BN4O4SSeZn

A structure of composition C29H36BN4O4SSeZn at a distorted geometry (ωB97M-V/def2-TZVPD, OMol25).

Structure (XYZ):
```
77
Properties=species:S:1:pos:R:3:mulliken_spin:R:1
Zn -0.39 0.40 -4.22 0.00
O -4.78 0.59 -2.94 0.11
N -4.73 0.58 -1.75 -0.08
C -6.03 0.26 -1.04 -0.03
C -6.18 0.49 0.31 -0.01
C -5.04 0.92 1.09 -0.02
C -3.96 1.42 0.41 0.01
C -3.66 1.29 -0.93 -0.04
S -2.29 1.77 -1.73 0.09
H -6.84 0.04 -1.62 0.01
H -7.09 0.28 0.72 0.00
H -5.37 1.25 2.03 0.00
H -2.91 1.94 0.94 0.00
N 2.20 3.40 -3.26 0.00
C 1.31 2.65 -3.80 0.00
O 0.66 1.84 -3.03 0.00
C 0.53 2.92 -5.28 0.00
C -0.18 1.69 -5.81 0.00
H -4.82 -0.50 -1.13 0.07
H 2.51 3.86 -4.13 0.00
H 1.41 3.38 -5.84 0.00
H -0.22 3.82 -5.04 0.00
H 0.68 1.22 -6.22 0.00
H -1.00 1.84 -6.54 0.00
O -1.15 -2.01 -2.56 -0.06
B -0.34 -1.60 -3.60 0.06
O 0.45 -2.68 -4.10 0.00
C 0.18 -3.73 -3.23 -0.01
C 0.69 -4.97 -3.15 0.00
C 0.24 -5.78 -2.04 0.00
C -0.82 -5.40 -1.19 0.01
C -1.28 -4.09 -1.26 0.06
C -0.81 -3.25 -2.25 -0.05
H 1.51 -5.37 -3.79 0.00
H 0.69 -6.83 -1.87 0.00
H -0.97 -6.14 -0.27 0.00
H -2.04 -3.71 -0.60 0.00
C 5.28 3.12 0.49 0.00
C 4.50 1.87 0.75 0.00
C 4.15 0.60 0.05 0.00
C 2.77 0.54 -0.64 0.00
N 1.50 0.59 0.31 0.00
C 1.07 -0.33 1.03 0.00
Se 1.80 -2.22 0.95 0.00
N 0.14 0.10 1.99 0.00
C -1.04 -3.94 5.64 0.00
C -0.44 -3.22 6.45 0.00
C 0.19 -1.83 6.26 0.00
C 0.97 -1.97 5.03 0.00
C 0.33 1.44 1.97 0.00
C -0.26 2.55 2.81 0.00
C 0.09 3.80 2.28 0.00
C 0.70 4.02 1.09 0.00
C 1.21 3.06 0.38 0.00
C 1.09 1.78 0.91 0.00
H 6.21 3.01 0.05 0.00
H 4.95 3.79 1.10 0.00
H 5.20 3.89 -0.60 0.00
H 3.55 2.13 1.14 0.00
H 4.96 1.50 1.65 0.00
H 4.63 -0.30 0.50 0.00
H 4.77 0.41 -0.85 0.00
H 2.70 -0.24 -1.28 0.00
H 2.48 1.56 -1.41 0.00
H -1.17 -4.20 4.54 0.00
H -1.45 -4.80 6.03 0.00
H -3.82 -1.89 -1.46 0.87
H -0.91 -3.57 7.62 0.00
H 0.66 -1.47 7.15 0.00
H -0.78 -1.35 6.06 0.00
H 0.20 -1.84 4.11 0.00
H 1.30 -2.87 4.78 0.00
H 1.11 -0.95 5.20 0.00
H -0.97 2.38 3.42 0.00
H -0.14 4.71 2.97 0.00
H 1.16 5.03 0.99 0.00
H 1.22 3.34 -0.77 0.00
```

The electronic energy is -6249.7386 hartree. Its HOMO-LUMO gap (spin up / spin down) is 4.150 / 3.353 eV. As for the multiplicity: 2. As for the total charge: -2.

***

# C20H26BBrCrN5O3Se

A structure of composition C20H26BBrCrN5O3Se (ωB97M-V/def2-TZVPD, OMol25).

Structure (XYZ):
```
58
Properties=species:S:1:pos:R:3:nbo_charge:R:1
Cr -1.94 -1.42 -1.40 0.76
O -2.30 -3.07 4.68 -0.65
C -2.17 -2.74 3.37 0.36
C -1.48 -1.61 2.95 -0.33
C -1.40 -1.36 1.60 0.11
N -1.96 -2.15 0.67 -0.55
C -2.61 -3.23 1.10 0.18
Br -3.41 -4.31 -0.22 0.11
C -2.74 -3.58 2.42 -0.33
H -1.90 -2.39 5.22 0.48
H -1.03 -0.92 3.65 0.22
H -0.88 -0.50 1.22 0.23
H -3.28 -4.47 2.72 0.24
Se -3.34 -0.93 -3.16 -1.22
C 5.85 0.58 1.57 -0.59
C 6.01 -0.38 0.39 -0.07
C 7.22 0.07 -0.43 -0.60
C 6.31 -1.79 0.93 -0.59
C 4.72 -0.41 -0.43 -0.03
C 4.69 -0.06 -1.78 -0.23
C 3.51 -0.09 -2.53 -0.25
C 2.36 -0.48 -1.89 0.23
O 1.09 -0.59 -2.37 -0.67
B 0.25 -1.02 -1.30 0.47
O 1.11 -1.16 -0.16 -0.71
C 2.37 -0.82 -0.55 0.31
C 3.53 -0.80 0.20 -0.29
H 6.76 0.61 2.17 0.20
H 5.02 0.29 2.22 0.21
H 5.64 1.59 1.21 0.21
H 8.11 0.08 0.21 0.20
H 7.08 1.08 -0.82 0.21
H 7.41 -0.60 -1.27 0.21
H 7.22 -1.79 1.53 0.20
H 6.43 -2.50 0.11 0.21
H 5.49 -2.15 1.56 0.21
H 5.60 0.24 -2.28 0.20
H 3.50 0.18 -3.58 0.22
H 3.50 -1.08 1.24 0.21
C -5.33 4.14 -0.87 -0.61
C -4.91 3.10 -1.90 -0.22
C -6.06 2.16 -2.25 -0.62
C -3.67 2.33 -1.45 -0.26
N -3.86 1.58 -0.22 -0.19
C -4.46 0.40 -0.03 0.15
N -4.23 0.01 1.21 -0.34
N -3.46 0.97 1.76 -0.11
N -3.23 1.91 0.92 -0.08
H -6.20 4.71 -1.22 0.20
H -4.52 4.85 -0.66 0.21
H -5.60 3.67 0.07 0.21
H -4.60 3.61 -2.81 0.20
H -6.48 1.71 -1.35 0.20
H -5.72 1.36 -2.91 0.25
H -6.86 2.71 -2.74 0.20
H -2.84 3.01 -1.25 0.22
H -3.36 1.60 -2.21 0.29
H -4.97 -0.15 -0.80 0.27
```

The electronic energy is -7322.0977 hartree. Its HOMO-LUMO gap (spin up / spin down) is 5.191 / 5.754 eV. As for the multiplicity: 5. As for the total charge: -1.

***

# C10H13O2

A cluster of 2 separate species, C10H13O2 in total at a distorted geometry (ωB97M-V/def2-TZVPD, OMol25).

Structure (XYZ):
```
25
Properties=species:S:1:pos:R:3:nbo_charge:R:1
C -0.92 2.76 2.24 -0.53
C -0.26 1.38 2.46 -0.65
C -0.33 3.15 0.74 0.79
O 0.58 3.96 0.63 -0.75
O -0.97 2.46 -0.10 -0.82
H -2.00 2.77 2.10 0.19
H -0.67 3.49 3.01 0.17
H 0.82 1.53 2.39 0.19
H -0.53 0.94 1.49 0.23
H -0.34 0.68 3.29 0.18
C 1.69 -0.38 0.10 -0.66
C -0.23 -0.56 -1.52 -0.21
C 0.77 -1.19 -0.78 0.00
C -1.12 -1.29 -2.28 -0.20
C -0.99 -2.69 -2.40 -0.25
C 0.90 -2.54 -0.91 -0.23
C 0.01 -3.33 -1.72 -0.23
H -0.29 0.52 -1.62 0.26
H -2.05 -0.87 -2.68 0.21
H 2.06 0.37 -0.62 0.23
H 2.45 -0.93 0.65 0.20
H -1.69 -3.15 -3.08 0.20
H 1.71 -3.06 -0.41 0.19
H 0.21 -4.38 -1.69 0.20
H 1.17 0.36 0.73 0.27
```

The electronic energy is -539.3547 hartree. Its HOMO-LUMO gap is 7.298 eV. As for the total charge: -1.

***

# C7H10

The molecule C7H10 (ωB97M-V/def2-TZVPD, OMol25).

Structure (XYZ):
```
17
Properties=species:S:1:pos:R:3:nbo_charge:R:1
C -1.97 0.40 -0.53 -0.45
C -1.26 -0.71 -0.72 -0.16
C 0.23 -0.77 -0.77 -0.27
C 1.14 0.48 -0.92 -0.40
C 1.40 0.51 0.58 -0.20
C 0.17 0.42 1.40 -0.43
C 0.58 -0.84 0.73 -0.21
H -2.96 0.38 -0.09 0.21
H -0.76 0.91 1.09 0.22
H -1.56 1.39 -0.77 0.19
H -1.71 -1.68 -0.53 0.20
H 0.62 -1.63 -1.35 0.22
H 0.72 1.37 -1.39 0.20
H 2.07 0.21 -1.44 0.21
H 2.32 0.94 1.00 0.22
H 0.35 0.42 2.47 0.22
H 0.62 -1.80 1.25 0.22
```

The electronic energy is -272.6119 hartree. Its HOMO-LUMO gap is 10.367 eV. As for the SMILES: C=C[C@H]1C[C@H]2C[C@H]21.

***

# C3H6N3O

The ion C3H6N3O with charge +1 at a distorted geometry (ωB97M-V/def2-TZVPD, OMol25).

Structure (XYZ):
```
13
Properties=species:S:1:pos:R:3:nbo_charge:R:1
C -0.48 -0.96 -0.16 -0.09
C -0.26 0.48 -0.03 0.12
C -1.34 1.50 -0.05 -0.60
N 0.60 -1.66 -0.14 -0.17
N 1.77 -1.16 0.09 -0.49
N 0.84 0.89 0.31 0.39
O 1.75 1.53 0.62 -0.06
H -1.56 -1.33 -0.30 0.28
H -1.26 1.98 0.87 0.25
H -2.30 0.91 -0.16 0.27
H -0.98 2.28 -0.79 0.27
H 0.69 -2.64 -0.39 0.44
H 2.53 -1.81 0.14 0.38
```

The electronic energy is -356.9455 hartree. Its HOMO-LUMO gap (spin up / spin down) is 7.473 / 7.473 eV. As for the SMILES: [H]/N=[NH+]/C=C(/C)N=O. As for the total charge: +1.

***

- electronic energy of number 5 (C7H10)?
  -272.6119 hartree

***

- The highest electronic energy belongs to which entry?
  C7H10

***

- The lowest electronic energy belongs to which entry?
  C20H26BBrCrN5O3Se